Density functional theory data (ωB97M-V/def2-TZVPD) for an isolated molecule of C6H7N in a non-equilibrium geometry.

Properties
ΔE to the lowest compared entry with this formula, charge and spin, eV: 2.3573
<S²>: 2.0071
Net charge: 0
2S+1: 3
Energy, eV: -7817.9305

CARTESIAN COORDINATES (ANGSTROEM)
N1 -3.133 -0.618 0.097
C1 -0.081 -0.924 -0.209
C2 1.101 -0.088 -0.640
C3 2.288 0.136 0.274
C4 -1.402 1.189 -0.038
C5 -0.258 0.370 -0.237
C6 -2.316 0.267 0.143
H1 2.769 1.089 0.056
H2 1.363 -0.059 -1.698
H3 -3.434 -1.179 0.882
H4 -0.403 -1.921 -0.051
H5 1.973 0.137 1.318
H6 -1.491 2.254 -0.029
H7 3.023 -0.653 0.132